[1]
This record from the OMol25 dataset describes one molecule with the formula C12H10 at a distorted geometry. The level of theory is ωB97M-V/def2-TZVPD.

Each line ends with the Löwdin charge.
Cartesian coordinates (Å):
C -0.667 2.929 -1.823  -0.181
C -1.672 2.056 -1.759  -0.059
C -1.337 0.738 -1.085  0.031
C -0.153 0.566 -0.388  -0.192
C 0.150 -0.623 0.388  -0.249
C -0.149 -1.806 -0.151  -0.010
C 0.150 -3.051 0.539  -0.031
C 0.708 -3.001 1.820  -0.101
C 0.888 -1.719 2.338  -0.090
C 0.688 -0.525 1.643  -0.032
C 0.799 1.597 -0.469  -0.003
C 0.553 2.861 -1.153  -0.052
H -0.915 4.079 -2.296  0.163
H -2.733 1.982 -2.263  0.140
H -2.004 0.167 -0.968  -0.010
H -0.516 -2.057 -1.096  0.101
H 0.053 -3.958 0.174  0.044
H 0.923 -3.934 2.328  0.100
H 1.391 -1.800 3.487  0.160
H 0.849 0.471 1.927  0.099
H 1.758 1.393 -0.032  0.102
H 1.238 3.635 -1.160  0.069

## Properties
SMILES string	c1ccc(-c2ccccc2)cc1
calculated total energy	-12602.7479	eV
molar mass	154.2	g mol⁻¹
relative energy (zero: lowest compared OMol25 entry of this formula, charge and spin)	2.910	eV
HOMO energy	-0.3278	hartree
HOMO-LUMO gap	0.364	Eh

[2]
This record from the OMol25 dataset describes one molecule with the formula C22H25BBrNOS at a distorted geometry. The level of theory is ωB97M-V/def2-TZVPD.

Each line ends with the Löwdin charge.
Cartesian coordinates (Å):
C 5.168 -3.222 4.331  0.141
C 4.905 -2.368 3.539  -0.132
C 4.239 -1.527 2.602  -0.291
C 3.427 -0.496 3.083  -0.032
C 2.755 0.317 2.202  -0.430
C 2.848 0.150 0.818  -0.217
C 3.638 -0.889 0.357  -0.058
C 4.331 -1.701 1.232  -0.611
Br 5.383 -3.090 0.487  0.786
N 2.142 1.049 -0.003  0.089
B 2.557 1.143 -1.435  -0.522
C 2.250 0.069 -2.556  0.009
O 3.285 2.244 -1.816  0.169
C 0.758 1.155 0.290  -0.205
C -0.266 0.982 -0.623  0.030
C -1.601 1.100 -0.275  -0.146
C -2.716 0.917 -1.290  -0.135
C -2.411 -0.009 -2.471  -0.160
C -2.476 -1.522 -2.186  -0.398
C -3.511 -1.925 -1.125  -0.075
C -1.117 -2.147 -1.839  -0.070
C -1.936 1.427 1.040  -0.193
C -3.358 1.619 1.502  -0.188
C -3.978 2.921 0.924  -0.083
C -0.920 1.587 1.972  -0.041
C 0.399 1.453 1.592  -0.433
S 1.710 1.631 2.780  1.047
H 5.368 -3.916 5.105  0.031
H 3.330 -0.327 4.144  0.121
H 3.732 -1.093 -0.700  0.093
H 3.133 -0.029 -3.187  0.074
H 2.010 -0.903 -2.133  0.060
H 1.430 0.385 -3.200  0.067
H 3.990 2.391 -1.171  0.117
H -0.040 0.718 -1.644  0.085
H -3.633 0.653 -0.779  0.081
H -2.889 1.912 -1.710  0.127
H -3.167 0.202 -3.229  0.113
H -1.467 0.277 -2.928  0.099
H -2.790 -1.997 -3.114  0.120
H -4.371 -1.262 -1.066  0.069
H -3.905 -2.904 -1.398  0.076
H -3.056 -2.057 -0.146  0.081
H -0.561 -2.398 -2.742  0.077
H -1.273 -3.090 -1.316  0.074
H -0.503 -1.517 -1.201  0.059
H -3.333 1.752 2.579  0.098
H -3.992 0.761 1.292  0.105
H -4.799 2.725 0.239  0.067
H -4.384 3.524 1.732  0.065
H -3.209 3.514 0.436  0.077
H -1.126 1.811 3.008  0.111

## Properties
SMILES string	C#Cc1cc2c(cc1Br)N(B(C)O)c1cc(CCC(C)C)c(CC)cc1S2
calculated total energy	-108311.8970	eV
molar mass	442.2	g mol⁻¹
relative energy (zero: lowest compared OMol25 entry of this formula, charge and spin)	0.000	eV
HOMO energy	-0.2882	hartree
HOMO-LUMO gap	0.305	Eh

[3]
This record from the OMol25 dataset describes a 11-piece molecular cluster, C44H68F13NO12S overall at a distorted geometry. The level of theory is ωB97M-V/def2-TZVPD.

Each line ends with the Löwdin charge.
Cartesian coordinates (Å):
O 7.075 -0.185 2.889  -0.046
C 6.261 0.843 2.525  -0.208
N 4.991 1.350 3.235  0.087
C 4.682 2.848 3.028  -0.224
O 4.103 3.674 3.902  -0.032
C 5.310 3.070 1.530  0.018
C 5.011 4.292 0.480  -0.078
C 3.959 5.524 0.737  -0.141
C 2.587 5.165 -0.082  -0.067
C 1.243 5.001 0.902  -0.151
F 0.842 6.431 1.186  -0.006
F 1.776 4.316 2.139  -0.015
C 0.053 4.109 0.217  -0.101
F -0.377 4.882 -1.010  0.007
F 0.676 2.869 -0.302  0.039
C -1.298 3.904 1.109  -0.084
F -2.426 4.650 0.436  0.027
F -1.126 4.651 2.415  0.034
C -1.667 2.382 1.548  -0.193
F -0.487 1.598 2.061  0.024
F -2.561 2.518 2.763  0.000
S -2.606 1.336 0.339  1.089
F -2.070 2.162 -1.051  -0.159
F -1.235 0.254 0.268  -0.205
F -3.149 0.375 1.695  -0.206
F -4.066 2.220 0.477  -0.171
F -3.431 0.244 -0.694  -0.180
C 5.851 4.232 -0.965  0.013
C 6.906 2.974 -1.285  -0.018
C 7.156 1.726 -0.200  0.029
C 6.334 1.829 1.216  -0.006
H 5.370 1.362 4.227  0.140
H 3.814 5.833 1.855  0.124
H 4.430 6.477 0.194  0.137
H 2.805 4.213 -0.725  0.132
H 2.333 6.111 -0.764  0.126
H 5.634 5.111 -1.720  0.100
H 7.449 3.034 -2.324  0.084
H 7.864 0.820 -0.417  0.101
C -1.744 -0.523 4.615  -0.027
C -2.569 -0.675 5.865  -0.488
C -3.896 0.035 5.911  -0.025
O -2.175 -1.354 6.812  0.052
H -0.813 -1.090 4.724  0.085
H -2.294 -0.916 3.757  0.077
H -1.496 0.530 4.460  0.075
H -4.542 -0.333 5.110  0.085
H -3.744 1.113 5.813  0.084
H -4.382 -0.165 6.872  0.084
C 0.638 8.935 -4.215  -0.027
C 0.535 8.133 -2.946  -0.481
C -0.787 7.482 -2.641  -0.019
O 1.495 8.014 -2.186  0.037
H 1.649 9.346 -4.304  0.084
H 0.445 8.292 -5.078  0.087
H -0.075 9.763 -4.191  0.087
H -1.044 6.774 -3.433  0.094
H -1.564 8.245 -2.546  0.091
H -0.714 6.937 -1.694  0.061
C -5.604 5.985 0.445  -0.028
C -5.275 7.266 -0.274  -0.491
C -5.884 8.536 0.258  -0.028
O -4.536 7.275 -1.257  0.045
H -5.095 5.150 -0.049  0.070
H -5.260 6.041 1.481  0.089
H -6.682 5.806 0.411  0.087
H -5.552 8.705 1.285  0.087
H -6.974 8.471 0.215  0.086
H -5.559 9.380 -0.360  0.084
C 7.121 -3.556 2.986  -0.025
C 8.435 -4.193 3.352  -0.490
C 8.959 -3.951 4.742  -0.029
O 9.056 -4.884 2.547  0.043
H 6.867 -3.817 1.953  0.083
H 6.332 -3.928 3.645  0.087
H 7.200 -2.469 3.063  0.053
H 8.252 -4.340 5.479  0.084
H 9.121 -2.881 4.898  0.085
H 9.915 -4.471 4.865  0.082
C 1.148 -1.413 1.087  -0.029
C 2.579 -1.856 0.947  -0.485
C 2.852 -3.336 0.961  -0.023
O 3.491 -1.039 0.827  0.046
H 1.102 -0.319 1.060  0.064
H 0.554 -1.808 0.258  0.087
H 0.744 -1.756 2.042  0.087
H 2.335 -3.817 0.127  0.087
H 2.524 -3.765 1.911  0.087
H 3.928 -3.508 0.852  0.079
C -4.478 -2.768 -1.572  -0.021
C -5.674 -3.527 -2.082  -0.476
C -6.871 -3.628 -1.175  -0.021
O -5.673 -4.045 -3.198  0.035
H -3.690 -2.778 -2.333  0.090
H -4.755 -1.731 -1.369  0.068
H -4.095 -3.244 -0.666  0.086
H -7.255 -2.629 -0.954  0.085
H -6.594 -4.142 -0.251  0.087
H -7.657 -4.203 -1.674  0.084
C -3.929 -8.360 0.249  -0.022
C -3.751 -7.192 -0.684  -0.482
C -4.100 -7.402 -2.133  -0.026
O -3.337 -6.107 -0.278  0.035
H -3.638 -8.062 1.262  0.082
H -4.977 -8.668 0.262  0.088
H -3.292 -9.189 -0.068  0.086
H -5.156 -7.669 -2.226  0.092
H -3.471 -8.189 -2.557  0.068
H -3.923 -6.475 -2.688  0.066
C -3.284 -12.058 -4.533  -0.025
C -4.143 -10.945 -3.994  -0.480
C -5.294 -10.482 -4.847  -0.017
O -3.913 -10.433 -2.900  0.030
H -2.493 -12.287 -3.811  0.085
H -3.890 -12.954 -4.684  0.087
H -2.821 -11.748 -5.473  0.088
H -5.989 -11.309 -5.012  0.088
H -4.920 -10.102 -5.801  0.090
H -5.825 -9.675 -4.332  0.080
C 8.639 6.647 3.441  -0.027
C 7.443 5.888 2.931  -0.473
C 6.246 5.787 3.838  -0.021
O 7.444 5.369 1.816  0.044
H 9.427 6.637 2.680  0.084
H 8.361 7.684 3.644  0.085
H 9.022 6.171 4.347  0.086
H 5.862 6.786 4.059  0.095
H 6.523 5.273 4.762  0.095
H 5.460 5.212 3.339  0.026
C -4.977 -5.626 -5.714  -0.037
C -4.495 -5.799 -7.130  -0.492
C -3.405 -4.878 -7.609  -0.029
O -4.974 -6.660 -7.866  0.039
H -5.765 -6.358 -5.507  0.086
H -4.152 -5.794 -5.017  0.074
H -5.389 -4.623 -5.582  0.074
H -2.510 -5.012 -6.997  0.085
H -3.747 -3.841 -7.561  0.085
H -3.158 -5.118 -8.648  0.082

## Properties
SMILES string	O=C1NC(=O)c2c(CCC(F)(F)C(F)(F)C(F)(F)C(F)(F)S(F)(F)(F)(F)F)cccc21.CC(C)=O.CC(C)=O.CC(C)=O.CC(C)=O.CC(C)=O.CC(C)=O.CC(C)=O.CC(C)=O.CC(C)=O.CC(C)=O
calculated total energy	-118934.4191	eV
molar mass	1082.1	g mol⁻¹
HOMO energy	-0.3237	hartree
HOMO-LUMO gap	0.215	Eh

[4]
This record from the OMol25 dataset describes one molecule with the formula C5H8IN2OP3 at a distorted geometry. The level of theory is ωB97M-V/def2-TZVPD.

Each line ends with the Löwdin charge.
Cartesian coordinates (Å):
O -0.124 2.316 -0.545  -0.083
C -0.806 1.352 -0.242  -0.450
C -2.261 1.188 -0.192  -0.039
C -2.897 0.032 0.095  -0.708
I -4.970 -0.350 -0.137  0.861
C -2.089 -1.076 0.402  -0.219
N -0.788 -0.956 0.386  -0.029
N -0.179 0.132 0.100  -0.122
C 1.481 -0.019 -0.138  -1.154
P 2.253 -0.327 1.430  0.765
P 1.342 -1.721 -1.082  0.794
P 2.012 1.336 -1.277  0.780
H -2.830 2.180 -0.400  0.149
H -2.569 -2.140 0.487  0.130
H 1.521 0.628 2.172  -0.090
H 1.426 -1.362 1.784  -0.137
H 2.765 -1.831 -1.075  -0.104
H 0.948 -2.319 0.031  -0.174
H 3.290 0.660 -1.503  -0.097
H 2.474 2.278 -0.295  -0.073

## Properties
SMILES string	O=c1cc(I)cnn1C(P)(P)P
calculated total energy	-46305.4120	eV
molar mass	332.0	g mol⁻¹
relative energy (zero: lowest compared OMol25 entry of this formula, charge and spin)	0.000	eV
HOMO energy	-0.3246	hartree
HOMO-LUMO gap	0.314	Eh

Please write out number 4 again, unchanged.
This record from the OMol25 dataset describes one molecule with the formula C5H8IN2OP3 at a distorted geometry. The level of theory is ωB97M-V/def2-TZVPD.

Each line ends with the Löwdin charge.
Cartesian coordinates (Å):
O -0.124 2.316 -0.545  -0.083
C -0.806 1.352 -0.242  -0.450
C -2.261 1.188 -0.192  -0.039
C -2.897 0.032 0.095  -0.708
I -4.970 -0.350 -0.137  0.861
C -2.089 -1.076 0.402  -0.219
N -0.788 -0.956 0.386  -0.029
N -0.179 0.132 0.100  -0.122
C 1.481 -0.019 -0.138  -1.154
P 2.253 -0.327 1.430  0.765
P 1.342 -1.721 -1.082  0.794
P 2.012 1.336 -1.277  0.780
H -2.830 2.180 -0.400  0.149
H -2.569 -2.140 0.487  0.130
H 1.521 0.628 2.172  -0.090
H 1.426 -1.362 1.784  -0.137
H 2.765 -1.831 -1.075  -0.104
H 0.948 -2.319 0.031  -0.174
H 3.290 0.660 -1.503  -0.097
H 2.474 2.278 -0.295  -0.073

## Properties
SMILES string	O=c1cc(I)cnn1C(P)(P)P
calculated total energy	-46305.4120	eV
molar mass	332.0	g mol⁻¹
relative energy (zero: lowest compared OMol25 entry of this formula, charge and spin)	0.000	eV
HOMO energy	-0.3246	hartree
HOMO-LUMO gap	0.314	Eh

Question: Look up the HOMO energy of the fourth one.
Answer: -0.3246 hartree